Molecular formula: C3H3NOS2
Method: DFT, ωB97M-V with the def2-TZVPD basis set

```
10
Properties=species:S:1:pos:R:3
S -1.17436 -1.25107 -0.10367
S -2.34649 1.15288 1.14194
O 1.00421 0.62658 -0.74742
N 1.45772 -0.69097 -0.98524
C 0.20917 0.99997 0.34118
C -1.09867 0.36183 0.41827
C 0.55055 -1.52556 -0.55661
H 0.62167 -2.55389 -0.84677
H -0.03964 2.11178 0.14872
H 0.81585 0.76845 1.18959
```

Summary:
net charge: 0
largest force on an atom: 3.87 eV/A
HOMO energy: -9.232 eV
energy above the lowest of the compared OMol25 structures with the same formula, charge and spin: 3.3610 eV
Kohn-Sham gap: 8.37 eV

Per-atom natural (NBO) charges, elementary charge units:
1 S 0.4118
2 S 0.0364
3 O -0.3957
4 N -0.0509
5 C -0.1832
6 C -0.3330
7 C -0.1696
8 H 0.2167
9 H 0.2530
10 H 0.2145

---

Molecular formula: C3H3NOS2
Method: DFT, ωB97M-V with the def2-TZVPD basis set

```
10
Properties=species:S:1:pos:R:3
S 1.61950 0.07374 -1.56963
S -1.53469 -2.33070 -1.59669
O 0.55483 1.78789 1.50190
N -0.56697 -0.26011 0.10723
C 1.39258 0.98592 0.87762
C -1.49652 -1.04718 -0.57822
C 0.74644 -0.02624 -0.11988
H -0.69200 0.52158 0.82244
H 2.70434 0.89802 0.83375
H -2.72750 -0.60291 -0.27853
```

Summary:
net charge: 0
largest force on an atom: 6.96 eV/A
HOMO energy: -8.996 eV
energy above the lowest of the compared OMol25 structures with the same formula, charge and spin: 4.0257 eV
Kohn-Sham gap: 7.15 eV

Per-atom natural (NBO) charges, elementary charge units:
1 S 0.0369
2 S 0.0568
3 O -0.5646
4 N -0.6442
5 C 0.3398
6 C -0.1130
7 C 0.0029
8 H 0.4627
9 H 0.2203
10 H 0.2023

---

Molecular formula: C3H3NOS2
Method: DFT, ωB97M-V with the def2-TZVPD basis set

```
10
Properties=species:S:1:pos:R:3
S 1.05117 -0.61431 0.24316
S -0.75941 -2.16679 0.29130
O -2.18958 0.70561 -2.22599
N 0.10791 0.67061 -1.90104
C -0.57645 -0.38372 0.79188
C 1.19294 0.12311 -1.29043
C -1.09086 0.61461 -1.90612
H 2.29419 0.08877 -1.71612
H -1.30313 0.24490 0.10037
H -0.68135 -0.29553 1.85852
```

Summary:
net charge: 0
largest force on an atom: 3.12 eV/A
HOMO energy (alpha / beta): -7.719 / -7.748 eV
energy above the lowest of the compared OMol25 structures with the same formula, charge and spin: 3.3510 eV
Kohn-Sham gap (alpha / beta): 6.94 / 7.07 eV

Per-atom natural (NBO) charges, elementary charge units:
1 S 0.7180
2 S -0.2751
3 O -0.4649
4 N -0.5452
5 C -0.7275
6 C -0.3155
7 C 0.8520
8 H 0.2615
9 H 0.2428
10 H 0.2539

---

Molecular formula: C3H3NOS2
Method: DFT, ωB97M-V with the def2-TZVPD basis set

```
10
Properties=species:S:1:pos:R:3
S 0.27318 1.05840 0.75746
S -1.59287 0.03599 2.76044
O -0.34767 -1.77877 0.31805
N 0.55821 0.60898 -1.00551
C -1.28206 -1.21345 0.70059
C 1.66283 0.92913 -1.55458
C -1.15146 0.09311 1.22252
H 2.56199 1.37868 -1.19803
H 1.53155 0.78928 -2.71196
H -2.21371 -1.90136 0.71103
```

Summary:
net charge: 0
largest force on an atom: 5.56 eV/A
HOMO energy: -9.305 eV
energy above the lowest of the compared OMol25 structures with the same formula, charge and spin: 3.7629 eV
Kohn-Sham gap: 7.98 eV

Per-atom natural (NBO) charges, elementary charge units:
1 S 0.4575
2 S 0.1567
3 O -0.4954
4 N -0.4884
5 C 0.3217
6 C -0.0726
7 C -0.4059
8 H 0.1787
9 H 0.1940
10 H 0.1537

---

Molecular formula: C3H3NOS2
Method: DFT, ωB97M-V with the def2-TZVPD basis set

```
10
Properties=species:S:1:pos:R:3
S 1.47299 1.42179 2.02653
S 0.50164 -2.46241 0.31531
O -0.14791 0.13997 -0.08715
N -0.78816 -0.24197 -1.34400
C 0.56887 -0.82860 0.52204
C -1.46237 0.80731 -1.63174
C 1.42315 -0.19317 1.63660
H 1.86858 -0.93345 2.31387
H -1.58401 1.73192 -1.06765
H -1.85278 0.55860 -2.68380
```

Summary:
net charge: 0
largest force on an atom: 3.94 eV/A
HOMO energy: -9.042 eV
energy above the lowest of the compared OMol25 structures with the same formula, charge and spin: 3.9506 eV
Kohn-Sham gap: 7.33 eV

Per-atom natural (NBO) charges, elementary charge units:
1 S 0.1125
2 S 0.0162
3 O -0.4075
4 N -0.0822
5 C 0.1336
6 C -0.1028
7 C -0.3256
8 H 0.2230
9 H 0.2189
10 H 0.2138

---

Molecular formula: C3H3NOS3
Method: DFT, ωB97M-V with the def2-TZVPD basis set

```
11
Properties=species:S:1:pos:R:3
S -1.33236 2.17334 0.00433
S -0.52532 -2.01760 0.00470
S -3.15750 -0.31538 -0.22722
O 1.69091 1.28161 -0.40814
N -0.55174 0.57815 0.12372
C -1.47544 -0.51530 0.01385
C 0.76547 0.44119 -0.10939
C 1.03466 -1.07838 -0.00500
H 1.84086 -1.40980 0.71999
H 1.60836 -1.57268 -0.95762
H 0.10211 2.43484 0.84079
```

Summary:
net charge: 0
largest force on an atom: 5.43 eV/A
HOMO energy: -9.214 eV
energy above the lowest of the compared OMol25 structures with the same formula, charge and spin: 2.0829 eV
Kohn-Sham gap: 8.46 eV

Per-atom natural (NBO) charges, elementary charge units:
1 S 0.1872
2 S 0.3733
3 S -0.0220
4 O -0.5620
5 N -0.6030
6 C -0.0911
7 C 0.6537
8 C -0.6685
9 H 0.2784
10 H 0.2711
11 H 0.1831

---

Molecular formula: C3H3NS2
Method: DFT, ωB97M-V with the def2-TZVPD basis set

```
9
Properties=species:S:1:pos:R:3
S 1.37393 -1.64290 0.05972
S 3.76018 0.35066 -0.02916
N -0.11128 0.62082 0.08846
C 1.07391 1.08273 0.05775
C -0.23882 -0.77462 -0.10019
C 2.13833 0.16860 -0.06510
H 1.39767 2.07475 0.06198
H -0.51546 -1.03219 -1.23192
H -0.93166 -1.07868 0.66512
```

Summary:
net charge: 0
largest force on an atom: 5.40 eV/A
HOMO energy: -9.042 eV
energy above the lowest of the compared OMol25 structures with the same formula, charge and spin: 0.8532 eV
Kohn-Sham gap: 7.65 eV

Per-atom natural (NBO) charges, elementary charge units:
1 S 0.1836
2 S 0.0906
3 N -0.3036
4 C -0.0222
5 C -0.3915
6 C -0.2634
7 H 0.2187
8 H 0.2517
9 H 0.2361

---

Molecular formula: C3H3NS2
Method: DFT, ωB97M-V with the def2-TZVPD basis set

```
9
Properties=species:S:1:pos:R:3
S -2.04899 2.56599 1.55613
S -1.19084 0.41477 1.80302
N 0.10952 0.48820 -0.56594
C 1.13841 -1.05652 -1.76410
C 0.74216 -1.60218 -0.78282
C -0.45324 0.55050 0.40911
H 0.24963 -2.05300 0.02053
H -3.22859 2.01886 1.20090
H 1.51664 -0.71179 -2.74555
```

Summary:
net charge: 0
largest force on an atom: 4.59 eV/A
HOMO energy: -8.609 eV
energy above the lowest of the compared OMol25 structures with the same formula, charge and spin: 4.4547 eV
Kohn-Sham gap: 7.05 eV

Per-atom natural (NBO) charges, elementary charge units:
1 S -0.0963
2 S 0.2556
3 N -0.2920
4 C -0.1608
5 C -0.2415
6 C -0.0730
7 H 0.2202
8 H 0.1406
9 H 0.2472

---

Molecular formula: C3H3NaO2
Method: DFT, ωB97M-V with the def2-TZVPD basis set

```
9
Properties=species:S:1:pos:R:3
Na -1.77255 -0.10328 1.72722
O 0.48022 -0.46844 1.05606
O -2.88115 1.03694 -0.30029
C -3.23583 1.60510 -1.21208
C 1.56296 0.08035 -0.34153
C 1.37348 -1.13092 0.39334
H 2.00404 0.96603 0.11834
H 1.26899 0.13442 -1.39095
H 1.19983 -2.12019 -0.05011
```

Summary:
net charge: +1
largest force on an atom: 3.03 eV/A
HOMO energy (alpha / beta): -11.665 / -14.896 eV
energy above the lowest of the compared OMol25 structures with the same formula, charge and spin: 2.0221 eV
2S+1: 2
Kohn-Sham gap (alpha / beta): 7.22 / 10.52 eV

Per-atom natural (NBO) charges, elementary charge units:
1 Na 0.9895
2 O -0.6412
3 O -0.6132
4 C 0.6158
5 C -0.1008
6 C 0.1289
7 H 0.2254
8 H 0.2051
9 H 0.1905

---

Molecular formula: C3H3O2
Method: DFT, ωB97M-V with the def2-TZVPD basis set

```
8
Properties=species:S:1:pos:R:3
O 0.41758 0.63290 -0.93783
O -1.09857 -0.97095 -0.70145
C -0.21647 -0.38130 0.99497
C 0.57596 0.45951 0.36401
C -0.44631 -0.27590 -1.48909
H -0.42942 -0.97114 1.98600
H 1.17073 1.07216 1.03269
H -0.82282 -0.14242 -2.50937
```

Summary:
net charge: +1
largest force on an atom: 3.16 eV/A
HOMO energy: -16.970 eV
energy above the lowest of the compared OMol25 structures with the same formula, charge and spin: 2.4181 eV
Kohn-Sham gap: 10.51 eV

Per-atom natural (NBO) charges, elementary charge units:
1 O -0.3816
2 O -0.3913
3 C 0.1683
4 C 0.0462
5 C 0.6623
6 H 0.3303
7 H 0.3090
8 H 0.2567

---

Q: Which formula does entry 10 have?
A: C3H3O2

---

Q: Among the records above, which one has the highest energy above the lowest of the compared OMol25 structures with the same formula, charge and spin?
A: number 8

---

Q: Which of these has the highest largest force on an atom?
A: number 2